# 1
Entry from the Open Molecules 2025 dataset: the molecule C6H8O2 (the ωB97M-V functional and the def2-TZVPD basis).

The calculation puts the relative energy (zero: lowest compared OMol25 entry of this formula, charge and spin) at 65.66 kcal/mol. The SMILES is C1=C\O/C=C\COC/1. Its lowest unoccupied orbital energy is 0.0381 hartree. As for the total charge: 0. Its total energy is -383.80548 hartree.

Each atom is followed by the atoms it is bonded to, with distances in Å.
Atoms and positions in Å:
1 C 0.99895 -1.40844 -0.32756  C2 1.316, C8 1.489, H9 1.107
2 C 1.81109 -0.38075 -0.20124  C1 1.316, O3 1.389, H10 1.121
3 O 1.45107 0.65368 0.65314  C2 1.389, C4 1.384
4 C 0.69450 1.59520 -0.02234  O3 1.384, C5 1.323, H11 1.073
5 C -0.59957 1.52572 -0.28617  C4 1.323, C6 1.548, H12 1.090
6 C -1.64720 0.46218 0.12354  C5 1.548, O7 1.386, H13 1.111, H14 1.072
7 O -1.39236 -0.85410 -0.22640  C6 1.386, C8 1.438
8 C -0.29659 -1.54849 0.39355  C1 1.489, O7 1.438, H15 1.117, H16 1.084
9 H 1.26301 -2.17413 -1.08202  C1 1.107
10 H 2.82502 -0.28114 -0.66937  C2 1.121
11 H 1.22800 2.46992 -0.34056  C4 1.073
12 H -0.97156 2.50912 -0.57387  C5 1.090
13 H -2.59790 0.68136 -0.40881  C6 1.111
14 H -1.88899 0.57165 1.16214  C6 1.072
15 H -0.26526 -1.23758 1.46623  C8 1.117
16 H -0.61222 -2.58421 0.33973  C8 1.084

***

# 2
Entry from the Open Molecules 2025 dataset: the molecule C16H25N3O3 (the ωB97M-V functional and the def2-TZVPD basis).

The calculation puts the relative energy (zero: lowest compared OMol25 entry of this formula, charge and spin) at 174.52 kcal/mol. The SMILES is CCOc1ccccc1/N=C(\C[N+](=O)[O-])N[C@@H](C)C(C)(C)C. Its lowest unoccupied orbital energy is -0.0154 hartree. As for the total charge: 0. Its total energy is -1014.45913 hartree.

Each atom is followed by the atoms it is bonded to, with distances in Å.
Atoms and positions in Å:
1 C -2.44593 -3.98117 0.65687  C2 1.517, H23 1.036, H24 1.093, H25 1.081
2 C -1.42544 -3.64971 -0.41621  C1 1.517, O3 1.433, H26 1.062, H27 1.124
3 O -1.26191 -2.26371 -0.74067  C2 1.433, C4 1.369
4 C -2.28733 -1.41904 -1.07184  O3 1.369, C5 1.427, C9 1.394
5 C -3.29482 -1.85629 -1.98370  C4 1.427, C6 1.430, H28 1.088
6 C -4.26232 -0.94056 -2.50459  C5 1.430, C7 1.418, H29 1.103
7 C -4.18891 0.41746 -2.10496  C6 1.418, C8 1.392, H30 1.115
8 C -3.12823 0.84817 -1.31359  C7 1.392, C9 1.412, H31 1.158
9 C -2.15886 -0.05353 -0.82298  C4 1.394, C8 1.412, N10 1.420
10 N -0.96369 0.56059 -0.36233  C9 1.420, C11 1.301
11 C -0.37418 0.28110 0.76285  N10 1.301, C12 1.583, N16 1.430
12 C -1.06229 -0.65634 1.83712  C11 1.583, N13 1.486, H32 1.097, H33 1.013
13 N -0.27497 -0.97900 3.05544  C12 1.486, O14 1.297, O15 1.218
14 O 0.18127 -2.18915 3.15071  N13 1.297
15 O -0.16409 -0.10191 3.89319  N13 1.218
16 N 0.82109 1.03860 0.96570  C11 1.430, C17 1.479, H34 1.053
17 C 1.47224 1.88164 -0.06032  N16 1.479, C18 1.482, C19 1.599, H35 1.116
18 C 1.08735 3.26089 0.32342  C17 1.482, H36 1.046, H37 1.041, H38 1.105
19 C 3.05923 1.68501 -0.06286  C17 1.599, C20 1.551, C21 1.535, C22 1.588
20 C 3.95299 2.86047 -0.53710  C19 1.551, H39 1.126, H40 1.103, H41 1.075
21 C 3.36793 0.59830 -1.10259  C19 1.535, H42 1.033, H43 1.106, H44 1.089
22 C 3.63304 1.23634 1.34868  C19 1.588, H45 1.092, H46 1.046, H47 1.168
23 H -2.64061 -4.99244 0.76749  C1 1.036
24 H -1.96390 -3.68660 1.59202  C1 1.093
25 H -3.35508 -3.41966 0.49618  C1 1.081
26 H -0.48568 -4.12217 -0.26936  C2 1.062
27 H -1.76536 -4.35879 -1.21896  C2 1.124
28 H -3.42278 -2.90672 -2.23514  C5 1.088
29 H -5.14574 -1.30748 -3.05342  C6 1.103
30 H -4.93850 1.17486 -2.43414  C7 1.115
31 H -2.87704 1.94716 -1.04912  C8 1.158
32 H -1.46118 -1.51182 1.27723  C12 1.097
33 H -1.86326 -0.16293 2.21272  C12 1.013
34 H 1.37453 0.63721 1.76706  N16 1.053
35 H 1.18720 1.72061 -1.12675  C17 1.116
36 H 0.07679 3.49245 0.18782  C18 1.046
37 H 1.28443 3.45759 1.32599  C18 1.041
38 H 1.70336 3.99412 -0.22799  C18 1.105
39 H 3.65265 3.18422 -1.57278  C20 1.126
40 H 4.98860 2.51153 -0.68563  C20 1.103
41 H 3.85110 3.63166 0.20539  C20 1.075
42 H 2.89787 0.93009 -1.96087  C21 1.033
43 H 2.99785 -0.36188 -0.69791  C21 1.106
44 H 4.39734 0.39268 -1.39142  C21 1.089
45 H 3.34161 1.81064 2.23011  C22 1.092
46 H 4.67804 1.18458 1.33632  C22 1.046
47 H 3.20558 0.18293 1.61490  C22 1.168

***

# 3
Entry from the Open Molecules 2025 dataset: the molecule C3H6N2O (the ωB97M-V functional and the def2-TZVPD basis).

The calculation puts the relative energy (zero: lowest compared OMol25 entry of this formula, charge and spin) at 28.77 kcal/mol. The SMILES is [H]/N=C(/C=O)NC. Its lowest unoccupied orbital energy is 0.0110 hartree. As for the total charge: 0. Its total energy is -302.64725 hartree.

Each atom is followed by the atoms it is bonded to, with distances in Å.
Atoms and positions in Å:
1 H -0.49487 -1.56067 -1.18146  N2 1.022
2 N -1.23430 -0.96684 -0.80188  H1 1.022, C3 1.280
3 C -0.75764 0.05243 -0.19217  N2 1.280, C4 1.506, N6 1.361
4 C -1.76293 1.01376 0.38598  C3 1.506, O5 1.209, H8 1.104
5 O -1.43831 2.02966 0.95604  C4 1.209
6 N 0.53347 0.41560 0.04114  C3 1.361, C7 1.444, H9 1.011
7 C 1.61229 -0.54237 -0.01470  N6 1.444, H10 1.099, H11 1.092, H12 1.096
8 H -2.81241 0.69457 0.26053  C4 1.104
9 H 0.63402 1.24029 0.61641  N6 1.011
10 H 1.36261 -1.45435 0.54639  C7 1.099
11 H 2.50409 -0.09638 0.42948  C7 1.092
12 H 1.85398 -0.82571 -1.04574  C7 1.096

***

# 4
Entry from the Open Molecules 2025 dataset: the molecule C6H7ClO (the ωB97M-V functional and the def2-TZVPD basis).

The calculation puts the relative energy (zero: lowest compared OMol25 entry of this formula, charge and spin) at 18.34 kcal/mol. The SMILES is Cc1coc(Cl)c1C. Its lowest unoccupied orbital energy is 0.0316 hartree. As for the total charge: 0. Its total energy is -768.23495 hartree.

Each atom is followed by the atoms it is bonded to, with distances in Å.
Atoms and positions in Å:
1 C -0.40736 0.81977 -2.75074  C2 1.477, H9 1.107, H10 1.120, H11 1.096
2 C 0.09272 0.56423 -1.38516  C1 1.477, C3 1.358, C7 1.455
3 C 1.19861 1.10261 -0.80972  C2 1.358, O4 1.377, H12 1.082
4 O 1.32861 0.67146 0.49180  C3 1.377, C5 1.313
5 C 0.28333 -0.08761 0.72647  O4 1.313, Cl6 1.695, C7 1.357
6 Cl 0.16508 -0.78410 2.26735  C5 1.695
7 C -0.56328 -0.19107 -0.32914  C2 1.455, C5 1.357, C8 1.497
8 C -1.81951 -0.99088 -0.48320  C7 1.497, H13 1.103, H14 1.101, H15 1.092
9 H -0.40164 -0.16829 -3.24999  C1 1.107
10 H -1.46251 1.19490 -2.71739  C1 1.120
11 H 0.28796 1.39842 -3.36907  C1 1.096
12 H 1.96756 1.75664 -1.19945  C3 1.082
13 H -2.17744 -0.91819 -1.52401  C8 1.103
14 H -2.64082 -0.54154 0.09582  C8 1.101
15 H -1.71529 -2.06636 -0.32635  C8 1.092